{"formula": "C27H33Cl2ErF4N4O4Si", "method": "wB97M-V/def2-TZVPD", "s_squared": 3.7531, "lumo_ev": [0.07, 0.08], "charge": 0, "spin_multiplicity": 4, "orbital_gap_ev": [7.77, 7.76], "homo_ev": [-7.7033, -7.6834], "elements": ["Er", "C", "C", "N", "C", "C", "C", "C", "N", "C", "C", "F", "C", "F", "C", "C", "F", "C", "F", "H", "H", "H", "H", "H", "H", "H", "H", "H", "H", "H", "H", "H", "H", "H", "C", "C", "N", "C", "C", "N", "C", "O", "O", "C", "O", "O", "H", "H", "H", "H", "H", "C", "Si", "C", "C", "C", "C", "C", "C", "C", "H", "H", "H", "H", "H", "H", "H", "H", "H", "H", "H", "Cl", "C", "Cl", "H", "H"], "positions_angstrom": [[-0.16406, 0.56778, -0.22545], [-0.72122, -2.05280, -3.07328], [-1.43739, -2.55559, -1.82489], [-0.79649, -2.14114, -0.56243], [-1.66016, -2.52496, 0.57607], [-2.07129, -3.99884, 0.71134], [0.54458, -2.75118, -0.48982], [1.42673, -2.29019, 0.67156], [1.51734, -0.83612, 0.72269], [2.45863, -0.30602, 1.50733], [2.53890, 1.10864, 1.64746], [1.55423, 1.85544, 0.98143], [3.47288, 1.77913, 2.40357], [3.43775, 3.11979, 2.46041], [4.43345, 1.08864, 3.12134], [4.37078, -0.29549, 3.06130], [5.25125, -1.01053, 3.78407], [3.43245, -0.97260, 2.31117], [3.45703, -2.33130, 2.38827], [-1.36550, -2.20920, -3.93418], [0.20908, -2.58301, -3.25774], [-0.50919, -0.98585, -2.97247], [-1.51263, -3.65247, -1.87127], [-2.44832, -2.13712, -1.81639], [-2.56821, -1.91443, 0.50309], [-1.12675, -2.25371, 1.48736], [-2.77579, -4.31637, -0.05383], [-2.55524, -4.12506, 1.67760], [-1.20926, -4.66108, 0.67944], [1.06777, -2.46100, -1.40133], [0.48438, -3.84718, -0.45702], [2.40938, -2.74030, 0.48176], [1.06053, -2.68480, 1.63184], [5.17417, 1.59002, 3.71554], [-3.07497, 0.44547, -3.87996], [-3.36496, 1.01998, -2.54358], [-2.57241, 1.05263, -1.48475], [-3.25997, 1.74494, -0.51297], [-4.49250, 2.11910, -1.00023], [-4.52833, 1.64788, -2.28371], [-5.68387, 2.82304, -0.45610], [-5.64848, 3.18460, 0.79911], [-6.63075, 3.00091, -1.18805], [-2.58797, 2.17356, 0.75752], [-3.27825, 2.66331, 1.65853], [-1.33678, 2.02932, 0.77168], [-2.05099, 0.09423, -3.93314], [-3.21572, 1.20822, -4.64587], [-3.75567, -0.37837, -4.09418], [-5.31877, 1.79705, -2.89449], [-4.75378, 2.99066, 1.24789], [1.98203, 3.19327, -2.26580], [1.29063, 1.38710, -2.43634], [2.90112, 0.28264, -2.41991], [0.75636, 1.33356, -4.30442], [1.19578, 0.34959, -5.18689], [0.79443, 0.32486, -6.51060], [-0.07421, 1.28945, -6.99001], [-0.52537, 2.28129, -6.13457], [-0.11549, 2.29567, -4.81300], [2.71716, 3.43394, -3.03026], [2.45336, 3.34793, -1.29766], [1.18293, 3.92558, -2.34583], [3.38578, 0.35330, -1.44766], [3.62780, 0.57681, -3.17285], [2.67014, -0.76995, -2.57725], [1.87566, -0.41041, -4.83414], [1.16353, -0.44526, -7.17358], [-0.38907, 1.27053, -8.02363], [-1.19880, 3.04398, -6.50441], [-0.47872, 3.07911, -4.16093], [-0.46284, 0.06994, 2.61849], [-1.70398, -0.42593, 3.79171], [-3.28773, -0.45542, 3.00309], [-1.72200, 0.29326, 4.61201], [-1.45977, -1.43088, 4.13819]]}

=====

{"formula": "H5O2S", "method": "wB97M-V/def2-TZVPD", "lumo_ev": 4.28, "charge": -1, "relative_energy_kj_mol": 38.1, "orbital_gap_ev": 7.35, "homo_ev": -3.0657, "elements": ["S", "H", "H", "H", "O", "H", "H", "O"], "positions_angstrom": [[0.61230, -0.55600, -0.51319], [-0.01439, -0.83572, -1.67208], [-0.43324, 2.07587, -1.20269], [0.03428, 3.09093, -0.09048], [0.01336, 2.90434, -1.02778], [-0.52990, -2.52116, 2.32520], [-0.42977, -1.44444, 1.31621], [-1.07028, -1.80633, 1.95153]]}

=====

{"formula": "C7H6Cl2ErMnN2O3", "method": "wB97M-V/def2-TZVPD", "s_squared": 15.8399, "lumo_ev": [-16.30, -18.30], "charge": 4, "spin_multiplicity": 8, "orbital_gap_ev": [6.86, 4.89], "homo_ev": [-23.1633, -23.1885], "elements": ["Er", "Mn", "Cl", "Cl", "C", "C", "C", "O", "O", "O", "C", "N", "C", "C", "N", "C", "H", "H", "H", "H", "H", "H"], "positions_angstrom": [[-3.72958, 2.28410, 1.15283], [-0.77586, -1.59049, -0.04951], [-2.93875, 4.45958, 1.81982], [-2.49456, -0.16295, 0.76959], [-0.90064, -3.35507, -0.63919], [-4.12754, 1.79211, 3.38527], [-5.75695, 1.07742, 1.59571], [-1.00806, -4.51975, -0.59665], [-4.40237, 1.42716, 4.45200], [-6.62019, 0.35796, 1.86699], [4.03864, -0.18083, -2.21775], [2.86118, -0.20051, -1.35360], [2.61867, 0.64099, -0.25844], [1.43752, 0.25206, 0.29619], [0.95164, -0.83893, -0.45427], [1.85882, -1.08694, -1.43959], [4.32750, 0.86148, -2.39113], [4.88080, -0.71326, -1.75225], [3.80358, -0.67491, -3.16912], [3.30771, 1.43107, 0.00402], [0.89657, 0.62182, 1.15449], [1.77187, -1.88213, -2.17542]]}